Record 1
ORCA calculation (ωB97M-V with the def2-TZVPD basis set) on C3HF3O in the gas phase in a non-equilibrium geometry.

Computed properties:
LUMO level (eV): 0.85
HOMO-LUMO gap (eV): 11.507
Energy above the lowest of the compared OMol25 structures with the same formula, charge and spin (eV): 2.157
SMILES: C#COC(F)(F)F
Strongest force on any atom (eV Å⁻¹): 4.00
E_tot (hartree): -489.65799

Each line ends with the Mulliken charge.
Cartesian coordinates (Å):
F -3.02537 2.40517 -1.79553  -0.223
O -1.03862 2.07570 -0.64536  -0.363
F -1.72249 0.89349 -2.49193  -0.208
H -0.40034 -1.25388 0.50159  0.316
F -1.03364 2.93945 -2.72412  -0.225
C -0.85963 -0.22250 0.31576  -0.191
C -0.98650 0.85712 -0.14706  0.043
C -1.70333 2.07909 -1.85969  0.851

Cartesian forces, eV/Å:
1.756 0.512 0.621
-1.079 -0.082 -1.021
0.588 0.365 0.677
-1.373 2.224 -0.124
-1.332 -0.913 1.949
1.606 -3.592 0.694
0.269 1.071 0.109
-0.434 0.415 -2.904

Record 2
ORCA calculation (ωB97M-V with the def2-TZVPD basis set) on C3HFO2Tl as an isolated structure in a non-equilibrium geometry.

Computed properties:
LUMO level (spin up / spin down) (eV): -0.33 / -0.55
HOMO-LUMO gap (spin up / spin down) (eV): 5.989 / 7.938
Energy above the lowest of the compared OMol25 structures with the same formula, charge and spin (eV): 0.000
Spin multiplicity: 2
Strongest force on any atom (eV Å⁻¹): 2.26
E_tot (hartree): -537.57472

Each line ends with the Mulliken charge.
Cartesian coordinates (Å):
O -0.91579 0.94476 0.27742  -0.243
Tl -1.09184 0.13525 -3.02984  0.539
H 0.44635 1.02633 1.90655  0.358
F 1.62617 -1.32575 0.95826  -0.246
C -1.26712 0.03223 -0.69149  -0.175
C 0.80775 -0.47140 0.33139  0.489
C 0.27348 0.61375 0.91923  -0.333
O 0.12099 -0.95518 -0.67152  -0.388

Cartesian forces, eV/Å:
-0.094 -0.454 -0.420
-0.018 -0.004 -0.217
0.080 0.075 -0.471
0.506 0.531 -0.693
2.144 -0.157 0.689
-1.389 -0.219 1.586
0.059 -0.373 0.057
-1.288 0.601 -0.532

Record 3
ORCA calculation (ωB97M-V with the def2-TZVPD basis set) on C3HFO2Tl as an isolated structure in a non-equilibrium geometry.

Computed properties:
LUMO level (eV): -4.99
HOMO-LUMO gap (eV): 9.313
Energy above the lowest of the compared OMol25 structures with the same formula, charge and spin (eV): 2.335
Strongest force on any atom (eV Å⁻¹): 4.19
E_tot (hartree): -537.31178
Charge: +1

Each line ends with the Mulliken charge.
Cartesian coordinates (Å):
O -0.89799 -0.47145 -0.08641  -0.209
C 0.20489 -0.09862 -0.67688  -0.020
O 0.75367 0.85445 0.09913  -0.106
F -1.52046 -0.60877 2.09355  -0.150
Tl 1.10072 -0.89091 -3.16564  0.960
H -0.92705 1.74496 1.39429  0.288
C -0.98520 0.12874 1.16560  0.586
C 0.09330 0.99140 1.27602  -0.349

Cartesian forces, eV/Å:
-0.614 -1.472 0.047
0.064 1.100 0.463
0.186 0.022 -1.866
-1.005 1.024 -0.747
0.034 -0.013 -0.013
2.485 0.325 0.290
2.428 -2.344 0.111
-3.576 1.357 1.714

Q: Which value of strongest force on any atom does entry 3 give?
A: 4.19 eV Å⁻¹